Entry 1:
Formula: C14H20Cl2N2O3S
Source: OMol25
Level of theory: ωB97M-V/def2-TZVPD

CARTESIAN COORDINATES (ANGSTROEM)
C: 3.200 -2.209 0.914
H: 3.155 -1.255 1.567
H: 3.646 -2.936 1.255
H: 2.161 -2.388 0.808
C: 3.844 -1.594 -0.329
N: 3.097 -0.829 -1.052
S: 3.169 0.583 -0.295
O: 2.784 1.816 -1.498
O: 4.322 0.990 0.279
C: 1.640 0.682 0.717
C: 0.579 -0.067 0.079
C: -0.485 0.054 0.975
C: -0.518 0.817 2.473
C: 0.610 1.269 2.640
C: 1.761 1.451 1.866
H: 2.728 1.704 2.215
H: 0.637 1.827 3.836
Cl: -1.854 0.611 3.444
N: -1.880 -0.623 0.656
C: -2.024 -1.562 -0.346
O: -1.200 -1.605 -1.217
C: -3.378 -2.102 -0.423
C: -4.338 -1.087 -1.350
C: -4.413 0.210 -0.677
H: -3.512 1.110 -0.870
H: -4.986 0.377 0.314
Cl: -5.566 1.422 -1.495
H: -3.924 -0.950 -2.403
H: -5.251 -1.544 -1.306
H: -3.520 -2.979 -0.743
H: -3.927 -1.952 0.523
H: -2.465 -0.414 1.453
H: 0.477 -0.535 -0.711
C: 3.022 -0.789 -2.477
C: 4.375 -0.559 -3.194
H: 4.649 0.321 -3.124
H: 4.202 -0.399 -4.385
H: 5.059 -1.592 -2.942
H: 2.294 -0.097 -2.933
H: 2.703 -1.946 -2.994
H: 4.793 -1.543 -0.209
H: 4.011 -2.934 -1.115

Its total charge is 0. The HOMO-LUMO gap is 8.793 eV. The calculation puts the lowest unoccupied orbital energy at -0.23 eV.

Charges obtained by Löwdin population analysis, quoted in units of e: -0.03 0.11 -0.02 0.08 -0.35 -0.31 0.80 -0.41 -0.22 -0.24 0.03 0.02 -0.67 -0.21 -0.03 0.11 0.20 0.79 0.10 -0.51 0.09 -0.04 -0.21 -0.60 0.14 0.08 0.44 0.15 0.07 0.04 0.12 0.04 0.01 -0.28 -0.09 -0.06 0.13 0.14 0.11 0.19 0.04 0.23



Entry 2:
Formula: C14H20ClN5O3
Source: OMol25
Level of theory: ωB97M-V/def2-TZVPD

CARTESIAN COORDINATES (ANGSTROEM)
C: 1.903 4.749 -0.438
O: 1.205 3.527 -0.199
C: 0.910 3.226 1.181
C: -0.088 2.063 1.401
C: -1.470 2.380 0.769
N: -1.418 2.340 -0.744
C: -1.467 1.167 -1.462
C: -2.548 0.235 -1.506
N: -2.455 -0.895 -2.264
C: -1.294 -1.061 -2.942
C: -1.070 -2.301 -3.628
N: -0.971 -3.373 -4.108
C: -0.220 -0.114 -2.815
Cl: 1.361 -0.479 -3.543
N: -0.313 0.994 -2.067
N: 0.465 0.819 0.850
C: 0.169 -0.448 1.322
O: -0.461 -0.568 2.351
O: 0.547 -1.444 0.471
C: 0.465 -2.824 0.897
C: -0.999 -3.318 1.033
C: 1.271 -3.183 2.160
C: 1.128 -3.559 -0.280
H: 2.844 4.779 0.133
H: 1.268 5.619 -0.212
H: 2.168 4.754 -1.500
H: 1.825 2.974 1.724
H: 0.531 4.129 1.682
H: -0.174 1.947 2.469
H: -1.863 3.364 1.092
H: -2.178 1.639 1.143
H: -0.626 2.897 -1.057
H: -3.478 0.435 -0.983
H: 0.751 0.891 -0.114
H: -1.417 -2.947 1.990
H: -1.618 -2.992 0.169
H: -1.043 -4.418 1.087
H: 2.352 -2.888 2.085
H: 0.907 -2.674 3.080
H: 1.149 -4.248 2.400
H: 2.130 -3.081 -0.435
H: 0.520 -3.489 -1.224
H: 1.302 -4.625 0.034

Its total charge is 0. The HOMO-LUMO gap is 8.592 eV. The relative energy (zero: lowest compared OMol25 entry of this formula, charge and spin) is 167.23 kJ/mol. The calculation puts the lowest unoccupied orbital energy at -0.41 eV.

Charges obtained by Löwdin population analysis, quoted in units of e: -0.09 -0.22 -0.16 -0.25 -0.09 0.05 -0.33 -0.01 0.14 -0.31 -0.20 0.17 -0.58 0.68 0.11 0.13 -0.51 0.09 0.02 -0.58 -0.03 -0.04 -0.04 0.09 0.09 0.09 0.13 0.13 0.14 0.12 0.11 0.10 0.12 0.11 0.08 0.09 0.09 0.10 0.08 0.09 0.10 0.09 0.10